(1)
Below is 3 unconnected molecules or ions with the total composition C18H34F14O4PS2, with properties calculated with ωB97M-V/def2-TZVPD.

Largest force on an atom (eV/Å): 5.45
Total energy (Ha): -3542.63119
Charge: -1
Gap between HOMO and LUMO (eV): 3.0

The geometry in XYZ format:
```
73
C18H34F14O4PS2 ωB97M-V/def2-TZVPD
F -3.899 -0.741 -4.019
C -5.260 -0.329 -3.605
C -5.709 -0.967 -2.142
C -4.712 -0.553 -0.905
O -4.768 0.873 -0.459
P -3.234 1.593 -0.933
S -1.661 2.804 -1.850
O -2.365 0.108 -1.200
C -3.162 -1.086 -0.880
C -2.661 -2.031 0.371
C -1.804 -1.248 1.527
C -0.223 -0.927 1.088
F -0.004 -1.641 -0.191
F -0.180 0.524 0.797
C 0.696 -1.425 2.342
F 0.169 -0.882 3.649
F 0.667 -2.925 2.517
C 2.285 -0.903 2.278
F 2.199 0.587 2.513
F 2.874 -1.465 3.551
C 3.066 -1.327 0.920
F 2.680 -2.688 0.389
F 2.632 -0.359 -0.155
S 4.924 -1.275 0.945
F 5.032 -0.078 2.155
F 5.097 -2.589 2.025
F 4.947 -2.394 -0.395
F 4.901 0.024 -0.225
F 6.640 -1.226 0.826
H -6.005 -0.675 -4.470
H -5.316 0.859 -3.619
H -5.816 -2.146 -2.200
H -6.800 -0.539 -1.922
H -5.201 -1.117 0.023
H -3.799 1.666 -2.277
H -3.854 2.866 -0.622
H -2.646 1.600 0.387
H -0.477 2.034 -1.959
H -2.964 -1.763 -1.842
H -2.145 -3.028 -0.028
H -3.660 -2.412 0.904
H -1.861 -1.933 2.502
H -2.398 -0.264 1.810
C -2.721 0.901 5.216
C -2.362 2.023 4.258
O -3.423 2.370 3.368
C -4.631 2.829 3.970
C -4.453 4.080 4.811
H -3.025 0.007 4.664
H -1.861 0.649 5.846
H -3.547 1.176 5.876
H -1.524 1.698 3.632
H -2.017 2.911 4.797
H -5.092 2.023 4.551
H -5.323 3.051 3.150
H -3.777 3.913 5.654
H -5.416 4.409 5.215
H -4.028 4.890 4.208
C 6.852 -1.312 -6.151
C 6.758 0.068 -5.525
O 5.602 0.242 -4.706
C 5.480 -0.633 -3.587
C 6.630 -0.522 -2.602
H 5.961 -1.524 -6.749
H 7.733 -1.376 -6.799
H 6.935 -2.098 -5.397
H 6.689 0.814 -6.324
H 7.662 0.310 -4.956
H 5.349 -1.665 -3.929
H 4.551 -0.358 -3.076
H 7.585 -0.797 -3.057
H 6.465 -1.185 -1.746
H 6.725 0.506 -2.238
```

***

(2)
Below is a molecular structure, C24H27F3N3NiSb, with properties calculated with ωB97M-V/def2-TZVPD.

Largest force on an atom (eV/Å): 1.13
Total energy (Ha): -3142.58640
Multiplicity: 3
Charge: +2
Gap between HOMO and LUMO (alpha / beta) (eV): 8.3 / 7.4
<S²>: 2.007

The geometry in XYZ format:
```
59
C24H27F3N3NiSb ωB97M-V/def2-TZVPD
Ni 0.810 0.037 0.290
C 1.617 1.544 -2.106
C 0.558 2.338 -1.316
N -0.385 1.426 -0.632
C -1.360 0.764 -1.533
C -1.612 -0.681 -1.102
N -0.373 -1.351 -0.641
C 0.482 -1.968 -1.678
C 1.217 -0.904 -2.479
N 1.791 0.153 -1.591
H 1.373 1.505 -3.167
H 2.567 2.071 -2.026
H 1.041 2.932 -0.541
H 0.033 3.028 -1.980
H -0.883 1.958 0.075
H -2.305 1.308 -1.528
H -0.979 0.816 -2.550
H -2.309 -0.694 -0.265
H -2.068 -1.240 -1.922
H -0.639 -2.082 0.013
H 1.198 -2.607 -1.158
H -0.099 -2.603 -2.350
H 2.007 -1.381 -3.060
H 0.549 -0.430 -3.194
H 2.786 -0.023 -1.499
F -1.997 -0.010 8.639
C -1.540 -0.017 7.392
C -2.448 -0.047 6.350
C -1.966 -0.056 5.051
C -0.592 -0.034 4.829
C 0.310 -0.003 5.892
C -0.169 0.005 7.190
Sb 0.200 -0.068 2.889
C 1.573 1.580 2.915
C 2.514 1.734 1.898
C 3.371 2.823 1.839
C 3.268 3.777 2.836
F 4.090 4.820 2.805
C 2.340 3.676 3.855
C 1.491 2.579 3.885
C 1.568 -1.710 2.950
C 2.389 -1.966 1.854
C 3.256 -3.045 1.807
C 3.273 -3.897 2.898
F 4.095 -4.941 2.874
C 2.461 -3.701 3.998
C 1.609 -2.606 4.017
H -3.508 -0.062 6.562
H -2.668 -0.080 4.228
H 1.380 0.017 5.721
H 0.499 0.028 8.041
H 2.681 0.978 1.118
H 4.118 2.938 1.065
H 2.294 4.448 4.611
H 0.756 2.511 4.677
H 2.417 -1.314 0.969
H 3.912 -3.237 0.969
H 2.504 -4.400 4.822
H 0.969 -2.459 4.878
```

***

Question: The highest charge belongs to which entry?
Answer: C24H27F3N3NiSb